No. 1
Below is a molecular structure, C26H31N5O2PPdS2, with properties calculated with ωB97M-V/def2-TZVPD.

```
68
Properties=species:S:1:pos:R:3:forces:R:3:lowdin_spin:R:1
Pd -0.1520 0.2015 -0.2419 0.066 0.208 -0.199 1.45
N -0.1797 0.4035 2.0107 -0.001 -0.051 0.019 0.09
C -0.6245 -0.5788 2.9819 -0.015 0.034 0.019 0.03
C -0.8995 -0.1963 4.2813 -0.007 -0.004 -0.006 0.00
C -1.2757 -1.1488 5.2222 0.001 0.002 0.002 0.03
C -1.3706 -2.4890 4.8724 0.000 -0.002 -0.002 0.00
C -1.1097 -2.8807 3.5718 0.000 -0.006 0.004 0.03
C -0.7588 -1.9225 2.6115 0.011 0.021 -0.014 0.06
P -0.5525 -2.4220 0.9211 -0.028 -0.169 0.068 0.40
C -0.2926 -4.1568 0.7407 -0.022 0.005 0.025 0.07
C -1.2473 -5.0003 0.1543 -0.006 0.001 -0.008 0.04
C -1.0090 -6.3615 0.1121 -0.004 0.001 0.000 0.00
C 0.1700 -6.8805 0.6384 0.001 0.001 0.001 0.05
C 1.1208 -6.0445 1.2170 0.003 -0.002 0.000 0.00
C 0.8979 -4.6822 1.2679 -0.001 0.002 0.007 0.03
C -1.8432 -1.7767 -0.1290 0.022 -0.057 -0.054 0.08
C -1.9014 -2.2104 -1.4706 0.020 -0.030 0.039 0.08
C -2.9177 -1.7650 -2.2961 -0.005 0.012 0.005 0.01
C -3.8560 -0.8577 -1.8156 0.000 0.002 -0.002 0.08
C -3.7962 -0.4034 -0.4964 -0.007 0.007 -0.016 0.02
C -2.8075 -0.8624 0.3523 0.064 0.039 -0.006 0.05
H 0.8258 0.5462 2.1067 0.002 -0.005 -0.011 0.00
H -0.6224 1.3008 2.1971 0.024 0.012 -0.021 0.00
H -0.8052 0.8428 4.5726 0.001 0.000 -0.001 0.00
H -1.4834 -0.8392 6.2377 0.000 0.000 0.000 0.00
H -1.6573 -3.2259 5.6097 0.000 -0.001 -0.001 0.00
H -1.2002 -3.9216 3.2906 0.000 0.001 0.000 0.00
H -2.1798 -4.6045 -0.2265 0.003 0.000 0.000 0.00
H -1.7491 -7.0237 -0.3159 0.000 -0.001 0.001 0.00
H 0.3458 -7.9476 0.6050 0.000 -0.001 0.000 0.00
H 2.0300 -6.4601 1.6289 0.000 0.001 -0.001 0.00
H 1.6333 -4.0278 1.7215 0.000 -0.002 0.001 0.00
H -1.1505 -2.8945 -1.8455 -0.027 0.001 0.014 0.00
H -2.9817 -2.1206 -3.3161 0.000 -0.001 -0.001 0.00
H -4.6473 -0.5071 -2.4653 -0.001 0.000 0.001 0.00
H -4.5485 0.2801 -0.1263 0.002 0.002 0.001 0.00
H -2.8030 -0.5636 1.3931 -0.006 -0.004 0.002 0.00
C -0.1852 -1.1105 -7.3164 -0.006 -0.005 0.003 -0.01
C 0.1636 -1.3774 -5.8946 0.010 0.000 -0.017 -0.01
C 0.8301 -2.5359 -5.4779 -0.002 -0.012 0.002 0.12
C 1.1315 -2.6787 -4.1313 0.020 -0.008 -0.003 0.01
N 0.8054 -1.7591 -3.2242 0.002 0.074 -0.120 0.07
C 0.1732 -0.6859 -3.7191 -0.171 -0.075 -0.009 0.04
S -0.3556 0.5717 -2.6460 0.021 -0.011 0.051 0.76
N -0.1639 -0.4551 -4.9844 0.075 0.028 0.031 0.09
H -0.0949 -2.0036 -7.9295 0.000 0.000 -0.001 0.00
H 0.4890 -0.3479 -7.7129 0.000 -0.001 0.003 0.00
H -1.1962 -0.7123 -7.3852 -0.001 0.004 -0.002 0.00
H 1.1076 -3.3032 -6.1874 0.001 0.000 0.000 0.01
H 1.6497 -3.5598 -3.7707 0.000 -0.005 0.005 0.00
C 1.2479 4.4541 0.7876 0.015 -0.007 -0.002 0.01
S 1.1876 3.2806 -0.5527 0.016 -0.023 -0.037 0.02
C 0.5393 4.3415 -1.8310 -0.008 0.003 0.001 0.01
O -0.0030 2.3631 -0.1819 -0.075 -0.005 0.142 0.16
H 1.9665 5.2295 0.5212 -0.002 0.003 0.003 0.00
H 1.5945 3.9330 1.6773 0.003 -0.003 -0.002 0.00
H 0.2564 4.8778 0.9395 0.000 0.003 -0.004 0.00
H 1.2794 5.1175 -2.0282 0.001 0.000 0.001 0.00
H -0.4023 4.7748 -1.4974 0.002 0.000 0.002 0.00
H 0.3967 3.7426 -2.7281 -0.002 -0.009 0.003 0.00
N 2.8232 -1.6083 -1.0887 0.032 0.072 0.087 0.00
C 2.9479 -0.6543 -0.1581 0.029 -0.128 -0.058 0.01
N 4.1270 -0.4814 0.4455 -0.010 0.016 0.022 0.01
O 1.9699 0.0682 0.1958 -0.039 0.140 0.043 0.12
H 3.6339 -2.1132 -1.4072 0.017 0.009 0.001 0.00
H 2.0013 -1.6116 -1.6884 -0.018 -0.077 -0.002 0.00
H 4.9539 -0.9873 0.1765 -0.001 0.007 -0.010 0.00
H 4.2193 0.2424 1.1371 0.004 -0.006 0.005 0.00
```
Forces are in eV/Å.

Summary:
- 2S+1 = 5
- HOMO level (spin up / spin down) (eV) = -16.3 / -17.2
- net charge = +3
- energy relative to the best compared isomer or geometry (same formula, charge and spin) (kJ/mol) = 50.9
- maximum force (hartree/bohr) = 0.006
- energy (hartree) = -2698.2795
- Kohn-Sham gap (spin up / spin down) (Ha) = 0.3144 / 0.2168

No. 2
Below is a molecular structure, C38H46N3O5STcTe at a distorted geometry, with properties calculated with ωB97M-V/def2-TZVPD.

```
95
Properties=species:S:1:pos:R:3:forces:R:3:lowdin_charge:R:1
Tc -3.3214 -0.0321 0.8114 2.935 1.223 1.666 1.60
C 0.9749 6.1220 1.6882 -0.112 -0.197 -0.037 -0.04
C -0.2513 5.2640 1.4266 0.221 0.101 0.026 -0.25
C -0.1941 4.1914 0.5391 0.069 -0.061 -0.069 -0.01
C -1.3001 3.3806 0.3084 -0.253 0.073 0.152 -0.04
C -2.4876 3.6620 0.9818 0.356 0.141 0.176 -0.29
C -2.5710 4.7370 1.8674 -0.242 -0.081 0.098 -0.05
C -1.4565 5.5233 2.0840 0.103 0.198 0.121 -0.03
S -3.9452 2.7035 0.7854 -0.016 0.424 -0.762 0.61
O -5.0373 3.6043 0.5934 -0.272 -0.063 0.324 -0.26
O -4.0237 1.7863 1.9775 0.042 -1.321 -0.518 -0.39
N -3.6588 1.7062 -0.4060 -0.941 -0.575 -0.720 -0.31
C -4.6352 1.5649 -1.5397 0.939 -0.013 0.964 -0.12
C -5.0228 0.1060 -1.6562 0.700 -0.689 1.200 -0.52
O -5.5891 -0.3568 -2.5987 0.087 -0.102 0.383 0.13
O -4.6079 -0.6171 -0.5433 -0.592 0.285 -1.132 -0.28
H 1.6880 6.0544 0.8599 -0.147 -0.015 0.136 0.08
H 1.4929 5.7908 2.5985 -0.132 0.031 -0.176 0.09
H 0.7072 7.1729 1.8275 -0.019 -0.131 -0.023 0.08
H 0.7336 3.9761 0.0148 -0.083 -0.022 0.031 0.11
H -1.2466 2.5514 -0.3897 0.016 0.117 0.114 0.09
H -3.5122 4.9560 2.3765 0.291 -0.067 -0.173 0.12
H -1.5223 6.3629 2.7758 0.017 -0.163 -0.153 0.12
H -4.1957 1.8422 -2.4877 0.284 0.191 -0.130 0.12
H -5.5392 2.1448 -1.4083 -0.154 0.259 0.220 0.12
C -1.0776 -4.3190 -0.3943 -0.129 0.184 0.010 -0.09
N -2.3766 -4.2377 -1.0483 -0.222 -0.088 0.271 -0.27
C -2.2371 -4.2500 -2.4926 -0.012 0.170 -0.029 -0.11
C -3.2129 -3.1220 -0.6059 0.301 -0.321 0.174 -0.18
C -3.5848 -3.1454 0.8781 0.241 -0.188 -0.593 -0.24
C -3.9395 -4.3620 1.4704 0.088 -0.126 0.130 -0.04
C -4.2940 -4.4343 2.8143 0.021 0.013 -0.119 -0.08
C -4.3125 -3.2710 3.5825 0.062 -0.046 -0.059 -0.10
C -3.9833 -2.0596 2.9864 0.014 0.134 -0.020 -0.13
C -3.6066 -1.9770 1.6344 -1.211 0.492 0.726 -0.21
H -0.5245 -5.1863 -0.7646 -0.133 0.052 0.022 0.09
H -1.1867 -4.4139 0.6870 -0.102 -0.043 -0.030 0.08
H -0.4701 -3.4233 -0.5836 0.098 0.097 -0.075 0.03
H -1.7156 -5.1561 -2.8107 -0.028 0.067 0.059 0.08
H -1.6702 -3.3768 -2.8770 -0.071 -0.118 0.093 0.09
H -3.2241 -4.2390 -2.9606 0.061 -0.009 0.031 0.08
H -4.1281 -3.1466 -1.2029 0.036 0.090 0.012 0.13
H -2.7229 -2.1553 -0.8385 0.124 0.048 -0.011 0.09
H -3.9208 -5.2632 0.8552 0.027 0.238 0.150 0.12
H -4.5585 -5.3946 3.2609 0.056 0.279 -0.149 0.10
H -4.5972 -3.3055 4.6338 0.079 0.011 -0.234 0.10
H -4.0247 -1.1488 3.5900 -0.020 -0.222 -0.187 0.09
C -0.9965 0.6138 3.9317 -0.260 -0.035 -0.067 0.00
C -0.7609 0.6098 2.4444 3.845 0.868 -0.388 -0.57
O 0.3592 0.9536 1.9580 -3.986 -0.397 1.343 -0.12
N -1.8103 0.1428 1.6991 -2.316 -0.095 -2.128 -0.08
Te 1.1868 -0.8194 0.0559 0.278 -0.641 -0.393 1.53
C 3.0049 -1.8258 -0.3208 -0.090 -0.131 -0.429 -0.41
C 3.8096 -2.2024 0.7662 -0.072 0.061 0.016 -0.31
C 3.4822 -1.9217 2.2350 0.277 -0.245 -0.316 -0.08
C 5.0128 -2.8617 0.4923 0.100 -0.047 0.124 -0.03
C 5.4236 -3.1479 -0.8016 0.075 -0.020 0.028 -0.26
C 6.7267 -3.8721 -1.0660 -0.182 0.070 0.000 -0.05
C 4.5971 -2.7667 -1.8604 0.117 -0.056 -0.089 -0.02
C 3.3891 -2.1148 -1.6569 -0.071 0.006 0.116 -0.28
C 2.5565 -1.7484 -2.8842 0.122 -0.132 0.443 -0.06
C 1.7305 0.9526 -0.9417 0.029 0.249 0.109 -0.40
C 2.8766 1.6660 -0.5360 -0.197 -0.014 0.061 -0.27
C 3.7195 1.2895 0.6770 -0.267 0.107 -0.363 -0.05
C 3.2228 2.8085 -1.2616 0.001 0.146 -0.015 -0.02
C 2.4538 3.2786 -2.3236 0.044 0.040 0.022 -0.27
C 2.8571 4.5184 -3.0959 -0.092 -0.173 0.090 -0.05
C 1.2903 2.5842 -2.6580 -0.071 0.094 -0.141 -0.03
C 0.9119 1.4214 -1.9924 0.212 -0.043 0.104 -0.32
C -0.3587 0.7044 -2.4120 0.223 0.227 -0.141 -0.09
H -0.1889 1.1601 4.4146 -0.039 -0.037 -0.059 0.09
H -1.0201 -0.4190 4.3052 -0.040 0.173 -0.132 0.10
H -1.9619 1.0787 4.1530 0.091 -0.082 0.019 0.08
H 2.5582 -1.3763 2.3823 -0.100 0.047 -0.131 0.01
H 4.2805 -1.3331 2.6960 0.037 -0.073 -0.080 0.08
H 3.4052 -2.8585 2.7962 0.048 0.046 -0.107 0.08
H 5.6475 -3.1550 1.3318 -0.113 0.062 -0.194 0.12
H 7.3701 -3.8670 -0.1854 -0.043 0.014 -0.024 0.07
H 7.2728 -3.4115 -1.8922 -0.040 -0.010 0.048 0.08
H 6.5430 -4.9151 -1.3385 -0.006 0.051 0.014 0.08
H 4.9028 -2.9925 -2.8830 -0.010 0.032 0.193 0.12
H 2.9575 -2.2270 -3.7793 0.077 0.007 0.106 0.07
H 2.5511 -0.6691 -3.0562 -0.015 -0.019 0.075 0.07
H 1.5161 -2.0707 -2.7750 0.099 0.054 0.103 0.05
H 3.0864 1.0353 1.5301 -0.048 -0.047 -0.104 0.06
H 4.3555 2.1249 0.9708 -0.017 0.041 -0.086 0.08
H 4.3670 0.4361 0.4717 -0.047 -0.041 -0.035 0.08
H 4.1125 3.3648 -0.9613 -0.165 -0.093 -0.094 0.12
H 3.6992 5.0269 -2.6243 -0.046 -0.049 0.000 0.07
H 2.0262 5.2254 -3.1671 0.049 -0.053 0.014 0.08
H 3.1515 4.2595 -4.1165 -0.014 0.006 0.057 0.08
H 0.6553 2.9573 -3.4680 0.207 -0.093 0.218 0.12
H -0.8908 1.2529 -3.1950 0.165 0.043 0.078 0.08
H -1.0388 0.6008 -1.5710 -0.169 -0.099 0.165 0.03
H -0.1524 -0.3001 -2.7878 0.043 0.020 0.082 0.06
```
Forces are in eV/Å.

Summary:
- HOMO level (eV) = -7.2
- maximum force (hartree/bohr) = 0.082
- energy (hartree) = -2762.9867
- Kohn-Sham gap (Ha) = 0.1833

No. 3
Below is C5H8O2S in the gas phase at a distorted geometry, with properties calculated with ωB97M-V/def2-TZVPD.

```
16
Properties=species:S:1:pos:R:3:forces:R:3:nbo_charge:R:1
C -0.9318 -0.6833 -0.5185 -0.505 -1.123 1.737 0.08
C -1.4466 0.5366 0.1060 1.500 1.409 -0.357 0.10
C -0.0323 -0.0533 0.5394 -1.335 0.318 -0.811 -0.32
C 1.1441 0.7393 0.1519 0.624 -0.625 -0.642 -0.16
C 2.1172 0.3565 -0.6871 0.395 0.195 1.104 -0.44
H 0.2918 -0.2265 -1.9175 -0.970 -0.497 0.111 0.49
H -1.4931 -1.5911 -0.2064 0.637 0.412 -0.166 0.19
H -1.3573 1.4828 -0.5261 -0.216 -1.224 0.978 0.18
H -3.0929 -0.1916 0.8947 0.553 0.416 -0.149 0.48
H 1.1870 -1.4448 1.9029 -0.083 -0.027 0.070 0.12
H 1.2482 1.6613 0.6881 -0.085 0.704 -0.108 0.21
H 2.3236 -0.6581 -0.9877 -0.703 -0.289 -0.476 0.21
H 2.9711 0.9978 -0.8378 0.011 0.317 -0.073 0.21
O -0.5664 -0.7053 -1.8084 1.354 0.375 -2.157 -0.70
O -2.4380 0.5158 1.0435 -1.102 -0.161 0.515 -0.70
S 0.0754 -0.7360 2.1632 -0.076 -0.198 0.424 0.04
```
Forces are in eV/Å.

Summary:
- HOMO level (eV) = -8.8
- energy relative to the best compared isomer or geometry (same formula, charge and spin) (kJ/mol) = 241.0
- maximum force (hartree/bohr) = 0.050
- energy (hartree) = -743.8956
- structure (SMILES) = C=CC1(S)[C@H](O)[C@H]1O
- Kohn-Sham gap (Ha) = 0.3485

No. 4
Below is C3H2O2S in the gas phase at a distorted geometry, with properties calculated with ωB97M-V/def2-TZVPD.

```
8
Properties=species:S:1:pos:R:3:forces:R:3:nbo_charge:R:1
C -0.5480 0.2393 0.0361 2.598 -1.334 2.111 -0.30
C -0.8131 -1.1360 0.8996 2.940 2.339 1.334 0.43
C 0.5241 0.9669 -0.2003 0.588 -0.174 0.260 -0.29
O -1.6897 -1.8053 0.5433 -2.499 -1.696 -1.239 -0.47
O 2.3274 0.9676 -1.9389 0.475 0.388 -0.092 -0.90
S 1.8511 1.7210 -0.7658 -1.629 -1.371 0.348 1.15
H -1.4022 0.5416 -0.4414 -2.343 0.492 -1.116 0.23
H -0.2495 -1.4951 1.8674 -0.129 1.357 -1.606 0.14
```
Forces are in eV/Å.

Summary:
- HOMO level (eV) = -9.5
- energy relative to the best compared isomer or geometry (same formula, charge and spin) (kJ/mol) = 313.6
- maximum force (hartree/bohr) = 0.078
- energy (hartree) = -664.0466
- Kohn-Sham gap (Ha) = 0.3269